{
  "formula": "C4H11NO",
  "method": "ωB97M-V/def2-TZVPD",
  "symbols": ["C", "N", "C", "H", "H", "H", "H", "H", "H", "H", "O", "C", "C", "H", "H", "H", "H"],
  "coordinates": [[-1.95194, 0.63299, 0.11001], [-1.12374, -0.57765, 0.18717], [-1.90869, -1.65338, 0.78331], [-2.03326, 1.06904, 1.10306], [-2.95195, 0.45883, -0.28249], [-1.43785, 1.36275, -0.52349], [-1.04773, -0.89396, -0.77500], [-1.22672, -2.37900, 1.20702], [-2.49851, -1.27405, 1.61631], [-2.57272, -2.12717, 0.04967], [2.34436, -0.95253, -1.18166], [2.21246, 0.03381, -0.35284], [3.00064, 1.28822, -0.54705], [1.56628, -0.03858, 0.53094], [4.10464, 1.22067, -0.50050], [2.78563, 1.71420, -1.54529], [2.73908, 2.11583, 0.12084]],
  "atomic_forces_ev_per_a": [[1.0, 0.1, 0.0], [-1.3, 0.1, -0.5], [0.2, 0.1, 0.4], [-0.1, 0.0, 0.2], [-0.4, 0.0, -0.1], [-0.1, -0.1, 0.1], [1.0, 0.3, 0.0], [0.1, -0.4, -0.1], [-0.2, 0.1, 0.0], [-0.2, -0.1, 0.2], [-0.1, 0.1, 0.0], [0.1, -0.1, 0.1], [-0.1, 0.7, -0.4], [0.0, 0.0, 0.0], [0.1, -0.3, 0.0], [0.2, -0.1, -0.2], [-0.2, -0.2, 0.4]],
  "e_lumo_ev": [3.64, 3.59],
  "multiplicity": 2,
  "e_above_lowest_kj_mol": 88.7,
  "e_homo_ha": [0.0323, -0.0965],
  "s_squared": 0.7536,
  "charge": -1,
  "largest_force_ha_per_bohr": 0.0274,
  "gap_ev": [2.76, 6.22]
}